# 1
The following is a quantum chemistry calculation of a structure of composition C35H45CrGe2N4O5 in a non-equilibrium geometry, from the Open Molecules 2025 dataset.

Summary:
Gap between HOMO and LUMO (alpha / beta): 6.9 / 6.5 eV
LUMO level (alpha / beta): -0.78 / -1.02 eV
⟨S²⟩: 3.867

```
! wB97M-V def2-TZVPD RIJCOSX def2/J DEFGRID3
* xyz 0 4
Ge 2.290 -1.985 0.739
Ge -1.281 -1.830 0.601
Cr 0.027 0.204 0.021
O 0.711 0.462 1.828
O 1.781 -0.146 -0.941
O 1.558 1.972 -0.520
O 3.402 1.234 -1.382
O -0.805 0.420 -1.677
N -1.302 1.520 2.237
N 0.488 -2.606 -1.846
N -1.460 1.228 0.862
N 2.296 1.086 -0.947
C -0.349 1.193 6.371
C -3.159 -2.821 2.649
C 3.544 -2.266 -0.723
C -4.535 1.819 -2.808
C -2.652 -3.926 -0.926
C 1.563 1.440 4.371
C -4.116 1.970 -1.509
C 3.146 -6.799 3.110
C -0.757 -2.780 -5.034
C -2.425 -1.559 2.186
C 0.234 1.203 4.037
C 1.108 -5.638 2.557
C 1.758 -6.721 3.121
C -2.863 1.498 -1.084
C 3.133 -0.939 2.125
C 4.510 -1.437 2.577
C 1.933 1.561 5.702
C 0.979 1.432 6.703
C 1.116 -3.426 1.329
C -2.436 0.734 -3.331
C -1.995 0.866 -2.000
C -0.204 -3.366 1.182
C -3.673 1.194 -3.719
C 4.571 -3.399 -0.627
C 1.626 -3.611 -4.974
C 3.209 -4.695 1.960
C -0.723 1.084 5.039
C 1.822 -4.598 1.951
C 3.872 -5.776 2.528
C 1.147 -1.140 -4.810
C -0.151 1.059 2.612
C 0.566 -2.639 -2.990
C -2.466 -2.407 -0.855
C 0.648 -2.548 -4.464
C -2.501 1.710 0.298
H 3.808 -3.919 1.507
H 0.484 -0.378 -4.399
H 5.234 -3.311 0.235
H -1.690 -4.433 -1.039
H -3.774 -2.619 3.530
H 1.183 -1.033 -5.896
H -3.422 -1.892 -0.721
H -3.163 2.305 0.927
H 2.967 1.756 5.958
H 4.908 -0.739 3.317
H 4.475 -2.415 3.051
H 4.955 -5.813 2.510
H 2.633 -3.429 -4.595
H -3.826 -3.210 1.877
H 2.296 1.542 3.582
H -1.139 -3.762 -4.753
H 2.428 -0.867 2.949
H 3.225 0.068 1.712
H -3.125 -4.330 -0.028
H 1.270 1.519 7.742
H 1.317 -4.611 -4.668
H -4.758 2.456 -0.783
H 4.104 -4.384 -0.588
H 2.145 -0.969 -4.406
H -3.146 -0.774 1.946
H -1.454 -2.023 -4.671
H -2.468 -3.621 2.921
H -3.277 -4.214 -1.776
H 1.655 -3.575 -6.064
H -3.982 1.077 -4.751
H 5.230 -1.476 1.757
H -2.045 -2.042 -1.792
H -0.712 -2.721 -6.123
H 0.029 -5.600 2.599
H 5.204 -3.373 -1.516
H -1.765 0.260 -4.037
H 2.942 -2.392 -1.616
H -5.505 2.179 -3.121
H -1.803 -1.165 2.993
H -1.093 1.090 7.150
H -0.773 -4.240 1.498
H -1.754 0.907 4.762
H 4.035 -1.297 -0.816
H 1.175 -7.510 3.580
H 3.651 -7.648 3.554
*
```


# 2
The following is a quantum chemistry calculation of a structure of composition C22H18N5Se2V, from the Open Molecules 2025 dataset.

Summary:
Gap between HOMO and LUMO (alpha / beta): 7.9 / 8.1 eV
LUMO level (alpha / beta): -0.38 / -0.32 eV
⟨S²⟩: 2.036

```
! wB97M-V def2-TZVPD RIJCOSX def2/J DEFGRID3
* xyz 0 3
Se 2.002 -2.233 0.310
Se -1.315 -2.137 -1.695
V -0.451 -1.590 0.460
N -1.079 -2.744 1.954
N -1.723 -5.081 1.937
N 2.409 -0.382 -1.823
N 2.977 0.490 0.086
N -2.742 -6.459 0.156
C 3.192 1.466 -0.888
C 2.821 0.915 -2.106
C -1.389 -3.883 1.887
C -0.049 1.427 -0.182
C -3.799 -3.029 -0.549
C 0.235 2.745 0.144
C -3.004 -1.906 -0.796
C -0.271 0.445 0.796
C 3.336 2.934 -3.195
C -4.953 -2.899 0.199
C 3.193 0.703 1.509
C 3.645 2.773 -0.785
C -4.546 -0.547 0.465
C 2.884 1.631 -3.292
C -3.386 -0.667 -0.297
C -2.266 -5.785 0.960
C 0.302 3.135 1.476
C 3.710 3.493 -1.963
C -0.220 0.880 2.128
C 0.060 2.198 2.470
C -5.327 -1.661 0.715
C 2.492 -0.609 -0.500
H 0.517 4.163 1.734
H -6.225 -1.572 1.310
H 3.917 3.212 0.162
H -0.135 1.159 -1.233
H 3.403 3.537 -4.088
H -5.559 -3.774 0.391
H -3.501 -3.999 -0.922
H -0.410 0.175 2.934
H -2.778 0.208 -0.509
H 4.050 4.518 -1.937
H 3.008 -0.240 2.021
H 2.486 1.457 1.854
H 2.589 1.197 -4.235
H 0.080 2.494 3.510
H -4.829 0.420 0.857
H 4.220 1.023 1.667
H 0.396 3.473 -0.641
H 2.033 -1.073 -2.455
*
```


| no. | calculated total energy (Eh) |
| --- | --- |
| 1 | -7154.1136 |
| 2 | -6869.8157 |